Entry 1:
The following is a quantum chemistry calculation of a cluster of 2 separate species, C4H8ClNO in total, from the OMol25 dataset.

Its charge is 0. The structure (SMILES) is ClCN=C1CC1.O. The calculation puts the LUMO energy at 0.682 eV. The frontier orbital gap comes out at 9.4 eV.

Positions of all 15 atoms, in Å:
C1 1.35041 -1.60424 -0.38203
C2 1.10245 -0.30440 -0.91257
C3 0.33083 -0.71784 0.26223
C4 -2.01396 -0.03141 0.61416
N1 -0.79019 -0.78802 0.78076
O1 0.93919 2.11209 0.63155
Cl1 -2.48326 1.02818 -0.60973
H1 0.85715 -2.59104 -0.68616
H2 2.36013 -1.66499 -0.11014
H3 1.92254 0.46176 -0.96112
H4 0.39579 -0.30198 -1.76863
H5 -1.99196 0.37532 1.54865
H6 -2.83504 -0.70275 0.67794
H7 0.05725 1.62680 0.39584
H8 0.79868 3.10255 0.51925

Atomic partial charges in e from the Löwdin method, atoms 1 to 5: number 1, C, carries -0.0978; number 2, C, carries -0.1549; number 3, C, carries -0.3062; number 4, C, carries -0.7157; number 5, N, carries 0.0638

---

Entry 2:
The following is a quantum chemistry calculation of a structure of composition C30H21BiBr2ClN4O7, from the OMol25 dataset.

Its charge is +1. The calculation puts the LUMO energy at -3.372 eV. The frontier orbital gap comes out at 7.2 eV.

Positions of all 66 atoms, in Å:
Bi1 -0.36961 -0.03571 0.09784
O1 0.41471 -4.93982 -1.42522
C1 0.08354 -3.69280 -1.09671
O2 0.72520 -3.00361 -0.33961
C2 -1.16973 -3.22398 -1.77154
C3 -1.90288 -3.98370 -2.66545
C4 -3.04316 -3.41157 -3.22027
C5 -3.40365 -2.12074 -2.87118
C6 -2.60405 -1.44760 -1.95821
N1 -1.52369 -1.99063 -1.42685
C7 -2.86000 -0.02727 -1.45682
O3 -4.13092 0.33565 -1.76597
O4 -2.51414 0.13496 -0.17317
H1 1.23342 -5.17384 -0.96059
H2 -1.59161 -4.98651 -2.91753
H3 -3.64323 -3.97390 -3.92272
H4 -4.27881 -1.63695 -3.27911
H5 -4.24328 1.25406 -1.46524
Br1 3.03291 6.39255 2.33689
C8 1.85894 5.01196 1.80583
C9 0.85550 5.27229 0.87017
C10 0.00390 4.26699 0.47258
C11 0.14075 2.95446 0.95642
O5 -0.69364 2.04189 0.49222
C12 1.12821 2.71370 1.93941
C13 1.25211 1.45873 2.63782
N2 0.80466 0.33074 2.22441
C14 0.85982 -0.82351 3.03074
C15 1.85469 -1.12952 3.91947
C16 1.76885 -2.29038 4.71611
C17 0.69289 -3.12550 4.62367
C18 -0.33783 -2.85212 3.69390
C19 -1.49101 -3.65623 3.54249
C20 -2.44272 -3.31830 2.62328
C21 -2.23317 -2.19310 1.80720
N3 -1.16919 -1.43198 1.92215
C22 -0.23290 -1.71670 2.87082
C23 1.96686 3.76261 2.35899
H6 0.74450 6.26898 0.46481
H7 -0.79734 4.46521 -0.22804
H8 1.73575 1.50733 3.61665
H9 2.71573 -0.48039 4.01345
H10 2.56544 -2.50743 5.41423
H11 0.61692 -4.00344 5.25172
H12 -1.60993 -4.53198 4.16850
H13 -3.34300 -3.90263 2.49994
H14 -2.94273 -1.90010 1.04347
H15 2.71120 3.57361 3.12269
Br2 3.84669 4.31694 -2.57904
C24 3.32882 2.51739 -2.38676
C25 3.85574 1.52501 -3.19332
C26 3.42054 0.22574 -2.99122
C27 2.47889 -0.01878 -2.00734
N4 1.96896 0.94064 -1.23390
C28 2.39460 2.18984 -1.41854
H16 4.58284 1.76196 -3.95771
H17 3.80341 -0.58641 -3.59290
H18 2.11612 -1.02559 -1.82361
H19 1.98380 2.96262 -0.78279
Cl1 0.15893 1.77616 -4.09343
C29 -0.86327 2.79444 -3.06297
C30 -1.99145 2.08349 -2.34456
O6 -2.89359 2.71195 -1.85740
O7 -1.84962 0.75589 -2.28561
H20 -1.30344 3.57491 -3.67699
H21 -0.23225 3.26001 -2.30558

Atomic partial charges in e from the Löwdin method, atoms 1 to 5: number 1, Bi, carries 2.0269; number 2, O, carries 0.1439; number 3, C, carries -0.4648; number 4, O, carries 0.0566; number 5, C, carries -0.1752

---

Entry 3:
The following is a quantum chemistry calculation of a cluster of 2 separate species, C3H11NS2 in total, from the OMol25 dataset.

Its charge is 0. The structure (SMILES) is CNC.CSS. The calculation puts the LUMO energy at 0.436 eV. The frontier orbital gap comes out at 8.9 eV.

Positions of all 17 atoms, in Å:
C1 1.54746 -1.85459 -1.55973
S1 0.26999 -2.54563 -0.47155
S2 -1.08653 -2.60218 -2.06762
H1 1.37503 -0.86019 -2.02905
H2 1.75944 -2.61458 -2.36864
H3 2.44256 -1.65772 -0.96747
H4 -0.77666 -1.40707 -2.55653
C2 -0.30516 0.20511 0.83234
N1 -1.12713 1.42266 0.81733
C3 -0.53057 2.59142 1.54306
H5 0.36006 0.17978 -0.03004
H6 0.25933 0.28510 1.83748
H7 -0.85326 -0.76766 0.90524
H8 -1.98376 1.07681 1.22767
H9 -0.87969 2.57463 2.59389
H10 -0.98068 3.46166 1.04682
H11 0.50956 2.51245 1.24679

Atomic partial charges in e from the Löwdin method, atoms 1 to 5: number 1, C, carries -0.5402; number 2, S, carries 0.3997; number 3, S, carries 0.3345; number 4, H, carries 0.0365; number 5, H, carries 0.0436

---

Entry 4:
The following is a quantum chemistry calculation of a structure of composition C20H14AuI2N3O9, from the OMol25 dataset.

Its charge is 0. The calculation puts the LUMO energy (alpha / beta) at -3.066 / -3.842 eV. The frontier orbital gap (alpha / beta) comes out at 5.4 / 4.2 eV.

Positions of all 49 atoms, in Å:
Au1 0.35257 0.54943 -1.22139
O1 4.31955 0.02192 -0.50291
C1 3.14693 0.19069 -0.28097
O2 2.31043 0.33957 -1.29030
C2 2.65897 0.23519 1.14183
C3 3.66777 0.35051 2.09428
C4 3.37760 0.38103 3.43981
C5 2.07230 0.28486 3.90741
C6 1.09363 0.15733 2.96402
C7 1.31723 0.13316 1.57073
O3 0.26204 -0.00073 0.82839
N1 -0.30772 0.03352 3.38900
O4 -0.90968 1.05274 3.61823
O5 -0.77328 -1.07827 3.43380
N2 4.45884 0.51366 4.40880
O6 4.15520 0.53193 5.58083
O7 5.58322 0.63343 3.98586
H1 4.69261 0.41023 1.75327
H2 1.85467 0.30928 4.96485
I1 -0.34292 5.89687 -2.39391
C8 -1.68388 4.40952 -1.93386
C9 -3.03676 4.69695 -1.77219
C10 -3.95020 3.71477 -1.45820
I2 -5.93567 4.26432 -1.24281
C11 -3.53404 2.35739 -1.27412
C12 -4.38824 1.29915 -0.91030
C13 -3.87971 0.04111 -0.72732
C14 -2.51004 -0.17396 -0.90012
N3 -1.70316 0.80516 -1.25429
C15 -2.17511 2.05759 -1.44250
C16 -1.19091 3.08185 -1.80485
O8 0.01172 2.78384 -1.99159
H3 -3.37233 5.71620 -1.89139
H4 -5.44275 1.49032 -0.76770
H5 -4.51413 -0.78282 -0.43746
H6 -2.04199 -1.13530 -0.74247
C17 0.97280 -4.25868 -1.01130
C18 0.00104 -4.30416 -2.19385
C19 0.02761 -2.86225 -2.66825
O9 0.05309 -2.10324 -1.46346
C20 0.90318 -2.80019 -0.53209
H7 1.98261 -4.50148 -1.34053
H8 0.70183 -4.96021 -0.22468
H9 -1.00557 -4.56457 -1.86156
H10 0.30276 -5.01087 -2.96429
H11 -0.84985 -2.55222 -3.23605
H12 0.92727 -2.65214 -3.25965
H13 0.45282 -2.67773 0.45224
H14 1.88764 -2.32467 -0.53696

Atomic partial charges in e from the Löwdin method, atoms 1 to 5: number 1, Au, carries 1.3405; number 2, O, carries 0.1041; number 3, C, carries -0.5586; number 4, O, carries -0.1452; number 5, C, carries -0.0411

---

Entry 5:
The following is a quantum chemistry calculation of a structure of composition C5H8N2, from the OMol25 dataset.

Its charge is 0. The calculation puts the LUMO energy at 1.001 eV. The frontier orbital gap comes out at 10.0 eV.

Positions of all 15 atoms, in Å:
C1 -1.60457 -1.85667 -0.16265
N1 -0.46279 -0.99280 0.13025
C2 -0.02877 -0.68132 1.51006
C3 0.69790 0.46933 1.24264
C4 0.56184 0.83735 -0.12116
C5 1.12601 2.04197 -0.80598
N2 -0.13668 -0.05194 -0.80539
H1 -1.63122 -2.64899 0.58668
H2 -1.49146 -2.26334 -1.16875
H3 -2.51783 -1.26238 -0.10045
H4 0.38644 -1.65682 0.64578
H5 1.27923 1.01324 1.97810
H6 2.21962 1.99099 -0.83884
H7 0.85356 2.95154 -0.26140
H8 0.74873 2.10983 -1.82887

Atomic partial charges in e from the Löwdin method, atoms 1 to 5: number 1, C, carries -0.0296; number 2, N, carries -0.3089; number 3, C, carries -0.0531; number 4, C, carries -0.1030; number 5, C, carries -0.3604

---

Entry 6:
The following is a quantum chemistry calculation of a structure of composition C7H10O, from the OMol25 dataset.

Its charge is 0. The calculation puts the LUMO energy at 0.925 eV. The frontier orbital gap comes out at 7.9 eV.

Positions of all 18 atoms, in Å:
C1 0.17671 -0.47268 -0.40624
C2 0.14308 -0.20679 -1.88748
C3 -0.66696 0.15342 0.46534
C4 -2.22203 -1.25830 -0.16165
C5 1.61652 0.76499 0.35002
C6 -1.24593 1.02468 1.23741
C7 2.39424 0.34706 1.32905
O1 -3.27859 -1.02655 0.35330
H1 0.56034 -1.43900 -0.09053
H2 -2.13668 -2.13043 -0.87759
H3 1.77564 1.67932 -0.21400
H4 -0.28147 0.77126 -2.10514
H5 1.15468 -0.24874 -2.29246
H6 -0.46064 -0.97004 -2.38156
H7 -0.70305 1.80948 1.74245
H8 -2.30810 0.89827 1.42834
H9 2.16948 -0.55303 1.89535
H10 3.31278 0.85707 1.61540

Atomic partial charges in e from the Löwdin method, atoms 1 to 5: number 1, C, carries -0.2778; number 2, C, carries -0.0722; number 3, C, carries -0.1878; number 4, C, carries -0.1285; number 5, C, carries -0.0703

---

Entry 7:
The following is a quantum chemistry calculation of a structure of composition C17H27GeIN4O3PdS, from the OMol25 dataset.

Its charge is 0. The calculation puts the LUMO energy at -0.103 eV. The frontier orbital gap comes out at 8.2 eV.

Positions of all 55 atoms, in Å:
Pd1 -0.36302 -0.70468 -0.30510
C1 3.80531 -0.28578 -2.07362
C2 2.63584 -0.15861 -1.13882
N1 2.89721 0.26412 0.10263
O1 1.49900 -0.46788 -1.50403
H1 4.50841 0.53732 -1.95832
H2 3.44117 -0.32663 -3.09572
H3 4.32642 -1.21725 -1.84680
H4 3.84080 0.42107 0.41123
H5 2.16643 0.22503 0.79732
C3 1.49383 3.06175 1.06663
Ge1 -0.03928 2.67073 -0.12159
C4 0.50553 2.68359 -2.00384
C5 -1.38312 4.09141 0.12135
C6 -0.95605 1.01589 0.40780
H6 1.29328 3.96540 1.64214
H7 2.40890 3.21784 0.49704
H8 1.66960 2.25887 1.78259
H9 0.93249 3.65856 -2.24143
H10 -0.36152 2.52485 -2.64395
H11 1.23503 1.91038 -2.23424
H12 -0.96954 5.05632 -0.17539
H13 -1.70290 4.16459 1.16026
H14 -2.25757 3.89094 -0.49737
H15 -1.99566 1.08226 0.07048
H16 -0.95949 0.89939 1.50132
C7 -5.81173 1.20301 -0.01548
C8 -5.78521 0.27973 -1.22994
C9 -4.60537 -0.63789 -1.19937
N2 -3.39349 -0.23208 -1.28515
N3 -2.46595 -1.22506 -1.19949
C10 -3.00005 -2.41657 -1.03929
N4 -2.30357 -3.55923 -0.98862
S1 -4.73927 -2.36189 -0.99106
H17 -6.68566 1.85284 -0.04251
H18 -4.91761 1.82464 0.00557
H19 -5.84018 0.62847 0.91094
H20 -5.73370 0.86538 -2.15008
H21 -6.70371 -0.30762 -1.28547
H22 -1.29698 -3.48446 -0.74820
H23 -2.78060 -4.36833 -0.62968
I1 6.39037 -1.57497 2.96817
C11 4.44732 -2.01200 2.33492
C12 3.36517 -1.47415 3.02038
C13 2.08044 -1.74658 2.57975
C14 1.87536 -2.53764 1.45410
C15 2.96565 -3.08725 0.79250
C16 4.25460 -2.82988 1.23051
C17 0.47908 -2.70370 0.89869
O2 0.37086 -3.17346 -0.27363
O3 -0.46998 -2.22008 1.55666
H24 3.52781 -0.85042 3.88909
H25 1.21406 -1.34081 3.08701
H26 2.78625 -3.69351 -0.08570
H27 5.10501 -3.25600 0.71476

Atomic partial charges in e from the Löwdin method, atoms 1 to 5: number 1, Pd, carries 0.8129; number 2, C, carries 0.0190; number 3, C, carries -0.5658; number 4, N, carries 0.2100; number 5, O, carries -0.0516

---

Entry 8:
The following is a quantum chemistry calculation of a structure of composition C20H47INO3Si2, from the OMol25 dataset.

Its charge is -1. The calculation puts the LUMO energy at 2.101 eV. The frontier orbital gap comes out at 6.0 eV.

Positions of all 74 atoms, in Å:
C1 1.17039 -0.14800 -0.99362
C2 2.39800 -0.76146 -1.67766
N1 3.60452 -0.84477 -0.86383
Si1 3.68188 -1.99586 0.43865
C3 4.22230 -3.65186 -0.21910
C4 5.36360 -3.61418 -1.24583
O1 4.64913 -1.45697 1.63784
Si2 6.18581 -0.78197 1.53119
C5 6.15951 0.82025 2.49729
C6 7.38133 1.68074 2.14892
C7 7.14399 2.55456 0.92938
I1 6.09279 4.36757 1.40016
C8 7.56365 -1.95815 2.14183
O2 8.02771 -1.65713 3.26270
O3 7.90131 -2.82873 1.33019
H1 0.57390 -0.89624 -0.46624
H2 0.52255 0.33766 -1.73110
H3 1.47877 0.60807 -0.26609
H4 2.63156 -0.18862 -2.58271
H5 2.15952 -1.77588 -2.02002
H6 3.93816 0.08061 -0.62290
H7 2.31907 -2.16471 1.02848
H8 3.33140 -4.12820 -0.65445
H9 4.50757 -4.26049 0.64705
H10 6.12565 -2.88049 -0.97398
H11 4.98284 -3.35670 -2.23865
H12 5.87460 -4.57768 -1.31704
H13 6.38593 -0.43084 0.08526
H14 5.23195 1.37570 2.30642
H15 6.17516 0.55283 3.55792
H16 8.24943 1.04459 1.92649
H17 7.67717 2.29586 3.00332
H18 6.50908 2.06259 0.19444
H19 8.05883 2.88589 0.44400
C9 -1.11084 -2.36401 -3.38644
C10 -2.60837 -2.64747 -3.41872
C11 -3.43883 -1.45357 -3.88844
C12 -3.28923 -0.19885 -3.02460
C13 -3.60956 -0.39801 -1.54463
C14 -5.04742 -0.83354 -1.28193
H20 -0.87238 -1.56216 -2.68677
H21 -0.54814 -3.24362 -3.07143
H22 -0.74466 -2.06782 -4.37213
H23 -2.93753 -2.95866 -2.42315
H24 -2.80728 -3.49520 -4.07978
H25 -4.49169 -1.74636 -3.93560
H26 -3.15007 -1.20188 -4.91412
H27 -3.94220 0.58239 -3.42796
H28 -2.27014 0.18619 -3.11474
H29 -3.42182 0.54262 -1.02016
H30 -2.92129 -1.12688 -1.10836
H31 -5.75363 -0.10403 -1.68667
H32 -5.23773 -0.92346 -0.21085
H33 -5.26905 -1.80047 -1.73677
C15 -3.47100 4.05071 2.73910
C16 -3.94724 2.62491 2.99713
C17 -4.32331 1.86853 1.72431
C18 -5.46734 2.48921 0.92064
C19 -6.77260 2.66562 1.69473
C20 -7.35749 1.35118 2.20160
H34 -4.25110 4.66008 2.27934
H35 -3.17588 4.54194 3.66703
H36 -2.60755 4.05587 2.07049
H37 -4.79784 2.64295 3.68503
H38 -3.15737 2.06986 3.50882
H39 -4.57694 0.83715 1.98531
H40 -3.44236 1.80399 1.07814
H41 -5.65880 1.85556 0.04811
H42 -5.15296 3.45868 0.52450
H43 -7.50062 3.15488 1.04203
H44 -6.61784 3.34567 2.53728
H45 -7.53632 0.66193 1.37291
H46 -8.30712 1.51165 2.71404
H47 -6.68551 0.85637 2.90439

Atomic partial charges in e from the Löwdin method, atoms 1 to 5: number 1, C, carries -0.1229; number 2, C, carries -0.3437; number 3, N, carries -0.1215; number 4, Si, carries 0.3731; number 5, C, carries -0.3189

---

E for every record listed, in sequence, given in a.u.: -747.2583 -7724.2859 -971.9586 -2342.7674 -304.6834 -347.7155 -4009.4150 -1947.6026.